1.
Entry from OMol25: a cluster of 2 separate species, C5H10OSi in total at a distorted geometry (the ωB97M-V functional and the def2-TZVPD basis).

LUMO (Eh): 0.0296
Total charge: 0
SMILES string: [SiH3]OC1=CC1.C=C
Relative energy (zero: lowest compared OMol25 entry of this formula, charge and spin) (kcal/mol): 86.2
Multiplicity: 1
F_max (eV/Å): 3.80
E_tot (eV): -15267.733
HOMO energy (eV): -8.782

CARTESIAN COORDINATES (ANGSTROEM)
O: 1.0606 2.0911 0.2784
H: 0.2005 4.2632 -0.1742
H: -0.4964 -2.3144 0.5200
H: 1.9139 -0.2033 2.2535
C: 1.4982 -0.3573 -0.0272
H: -1.8485 -1.3289 1.0504
H: 0.9504 -1.1232 -0.6187
C: 2.3370 -0.0186 1.2853
H: 3.3643 -0.0523 1.4888
C: -1.5260 -2.0075 0.2764
C: -2.3204 -2.3520 -0.6953
C: 1.4598 0.8769 0.3701
H: -3.3673 -2.0770 -0.6791
H: -2.2461 -2.9945 -1.5909
H: 0.4712 2.4438 -2.2025
Si: -0.0127 2.8346 -0.7714
H: -1.4384 2.3195 -0.7636

=====

2.
Entry from OMol25: the molecule C5H10S at a distorted geometry (the ωB97M-V functional and the def2-TZVPD basis).

LUMO (Eh): 0.0349
Total charge: 0
SMILES string: CC[C@@H]1CCS1
Relative energy (zero: lowest compared OMol25 entry of this formula, charge and spin) (kcal/mol): 31.0
Multiplicity: 1
F_max (eV/Å): 3.71
E_tot (eV): -16181.131
HOMO energy (eV): -8.622

CARTESIAN COORDINATES (ANGSTROEM)
H: 1.6501 1.4774 1.8956
H: 1.2199 -0.6941 2.0610
C: 0.6786 -0.8179 -0.0413
H: -1.3142 -1.7273 -0.6653
H: -1.5546 0.7405 -0.1568
H: 0.1270 1.9531 0.8093
H: -2.1132 0.4012 -1.8271
H: -0.5283 -0.2459 1.7744
S: 1.7959 0.6398 -0.5307
C: -1.2925 0.4111 -1.1296
C: 0.9936 1.1884 1.0075
H: 1.0899 -1.8585 0.0501
C: 0.4782 -0.1832 1.3827
H: -0.4607 1.0022 -1.6551
C: -0.5586 -0.9775 -0.9972
H: -0.2110 -1.3095 -1.9776

=====

3.
Entry from OMol25: a structure of composition C5H10S at a distorted geometry (the ωB97M-V functional and the def2-TZVPD basis).

LUMO (Eh): 0.0103
Total charge: 0
Relative energy (zero: lowest compared OMol25 entry of this formula, charge and spin) (kcal/mol): 132.3
Multiplicity: 1
F_max (eV/Å): 7.83
E_tot (eV): -16176.742
HOMO energy (eV): -8.954

CARTESIAN COORDINATES (ANGSTROEM)
H: -0.7216 -2.1251 -0.0684
C: -1.4055 -1.1191 0.0371
C: 0.3549 0.0920 0.0334
H: 1.4902 1.6739 1.1339
H: -2.4741 -1.5062 0.1468
H: -0.3829 -0.3403 -2.1478
H: -1.2616 0.5933 1.1867
H: 2.8403 -0.3961 0.4262
C: -0.6306 -0.2946 1.0138
S: 1.5251 -1.4156 -0.1171
H: -1.4687 0.8310 -1.2091
H: 0.2690 2.2413 -0.6900
C: -0.9014 -0.1624 -0.9548
C: 1.0829 1.4100 0.0504
H: 1.9851 1.1307 -0.8502
H: -0.3011 -0.6129 2.0091

=====

Which of these has the highest E_tot? C5H10OSi

=====

Please write out number 1 again, unchanged.
Entry from OMol25: a cluster of 2 separate species, C5H10OSi in total at a distorted geometry (the ωB97M-V functional and the def2-TZVPD basis).

LUMO (Eh): 0.0296
Total charge: 0
SMILES string: [SiH3]OC1=CC1.C=C
Relative energy (zero: lowest compared OMol25 entry of this formula, charge and spin) (kcal/mol): 86.2
Multiplicity: 1
F_max (eV/Å): 3.80
E_tot (eV): -15267.733
HOMO energy (eV): -8.782

CARTESIAN COORDINATES (ANGSTROEM)
O: 1.0606 2.0911 0.2784
H: 0.2005 4.2632 -0.1742
H: -0.4964 -2.3144 0.5200
H: 1.9139 -0.2033 2.2535
C: 1.4982 -0.3573 -0.0272
H: -1.8485 -1.3289 1.0504
H: 0.9504 -1.1232 -0.6187
C: 2.3370 -0.0186 1.2853
H: 3.3643 -0.0523 1.4888
C: -1.5260 -2.0075 0.2764
C: -2.3204 -2.3520 -0.6953
C: 1.4598 0.8769 0.3701
H: -3.3673 -2.0770 -0.6791
H: -2.2461 -2.9945 -1.5909
H: 0.4712 2.4438 -2.2025
Si: -0.0127 2.8346 -0.7714
H: -1.4384 2.3195 -0.7636

=====

Among the records above, which one has the highest HOMO energy? number 2

=====

Look up the LUMO of the second one. 0.0349 Eh